--- one ---
Below is C3H5NO in the gas phase, with properties calculated with ωB97M-V/def2-TZVPD.

For the molar mass, the calculation gives 71.08 g/mol. The highest occupied orbital energy is -7.93 eV. As for the gap between HOMO and LUMO: 8.837 eV.

Atoms and positions in Å:
C1 -0.80 -0.59 -0.04
C2 -0.60 0.88 -0.02
N1 0.66 1.08 -0.56
C3 1.34 0.00 -0.35
O1 0.56 -0.85 0.56
H1 -1.54 -1.04 0.63
H2 -0.75 -1.09 -1.02
H3 -1.38 1.60 -0.24
H4 0.25 -0.01 1.26
H5 2.41 -0.12 -0.28

***

--- two ---
Below is C3H5NO in the gas phase, with properties calculated with ωB97M-V/def2-TZVPD.

For the molar mass, the calculation gives 71.08 g/mol. The highest occupied orbital energy is -9.73 eV. Its SMILES is O=CN1CC1. As for the gap between HOMO and LUMO: 10.329 eV.

Atoms and positions in Å:
O1 2.66 0.15 -0.36
C1 1.55 -0.12 0.04
N1 0.25 0.03 -0.72
C2 -0.85 0.81 -0.08
C3 -0.81 -0.66 -0.19
H1 1.31 -0.22 1.20
H2 -0.51 1.09 0.97
H3 -1.60 1.43 -0.71
H4 -0.48 -1.24 0.66
H5 -1.51 -1.27 -0.81

***

Which of them is most stable, and which least? Most stable: two; least stable: one.

***

--- one ---
Below is 2 unconnected molecules or ions with the total composition C3H5NO, with properties calculated with ωB97M-V/def2-TZVPD.

For the molar mass, the calculation gives 71.08 g/mol. The highest occupied orbital energy is -10.33 eV. Its SMILES is C1=NC1.C=O. As for the gap between HOMO and LUMO: 10.956 eV.

Atoms and positions in Å:
C1 -0.98 -0.86 -0.18
N1 -2.23 -0.73 -0.22
C2 -1.37 0.52 -0.02
H1 -0.24 -1.65 -0.24
H2 -1.30 1.21 -0.86
H3 -1.39 0.97 0.97
C3 1.88 0.13 0.14
O1 1.59 1.29 0.24
H4 1.99 -0.54 1.02
H5 2.06 -0.34 -0.85

***

--- two ---
Below is C3H5NO in the gas phase, with properties calculated with ωB97M-V/def2-TZVPD.

For the molar mass, the calculation gives 71.08 g/mol. The highest occupied orbital energy is -10.02 eV. Its SMILES is OC[C@@H]1C=N1. As for the gap between HOMO and LUMO: 10.716 eV.

Atoms and positions in Å:
O1 -0.48 -0.84 -1.72
C1 0.09 -0.88 -0.45
C2 -0.37 0.12 0.78
C3 0.32 1.33 0.98
N1 0.68 0.56 1.89
H1 -0.40 0.00 -2.14
H2 0.06 -1.96 -0.26
H3 1.13 -0.58 -0.56
H4 -1.42 -0.04 0.98
H5 0.40 2.29 0.50

***

--- three ---
Below is C3H5NO in the gas phase, with properties calculated with ωB97M-V/def2-TZVPD.

For the molar mass, the calculation gives 71.08 g/mol. The highest occupied orbital energy (alpha / beta) is -8.41 / -7.69 eV. As for the gap between HOMO and LUMO (alpha / beta): 8.878 / 7.303 eV.

Atoms and positions in Å:
C1 0.39 -1.36 -1.56
C2 -0.40 -1.10 -0.56
C3 0.11 1.64 1.75
N1 -0.23 0.17 -0.09
O1 -0.57 0.80 1.06
H1 0.46 -2.19 -2.30
H2 0.87 -0.50 -2.09
H3 0.81 2.40 1.42
H4 -0.35 1.96 2.61
H5 -1.11 -1.82 -0.24

***

--- four ---
Below is C3H5NO in the gas phase, with properties calculated with ωB97M-V/def2-TZVPD.

For the molar mass, the calculation gives 71.08 g/mol. The highest occupied orbital energy is -10.06 eV. Its SMILES is O=C[C@H]1CN1. As for the gap between HOMO and LUMO: 11.067 eV.

Atoms and positions in Å:
O1 -0.29 0.19 2.11
C1 -0.88 0.15 1.06
C2 -0.38 -0.46 -0.20
C3 0.61 0.41 -0.90
N1 0.99 -0.90 -0.39
H1 -1.86 0.66 0.92
H2 -1.12 -0.99 -0.80
H3 0.54 0.52 -1.98
H4 0.96 1.29 -0.35
H5 1.53 -0.80 0.47

***

Which of them is most stable, and which least? Most stable: four; least stable: three.

***

--- one ---
Below is C3H5NO in the gas phase, with properties calculated with ωB97M-V/def2-TZVPD.

For the molar mass, the calculation gives 71.08 g/mol. The highest occupied orbital energy (alpha / beta) is -9.48 / -9.12 eV. As for the gap between HOMO and LUMO (alpha / beta): 8.004 / 7.228 eV.

Atoms and positions in Å:
O1 2.61 -0.30 0.25
C1 1.45 -0.02 0.09
N1 0.57 0.51 0.96
C2 -0.72 0.67 0.33
C3 -0.80 -0.62 -0.35
H1 0.97 -0.24 -0.95
H2 -1.47 0.74 1.13
H3 -0.82 1.54 -0.33
H4 -0.98 -0.76 -1.41
H5 -0.82 -1.52 0.27

***

--- two ---
Below is C3H5NO in the gas phase, with properties calculated with ωB97M-V/def2-TZVPD.

For the molar mass, the calculation gives 71.08 g/mol. The highest occupied orbital energy is -8.87 eV. As for the gap between HOMO and LUMO: 9.758 eV.

Atoms and positions in Å:
C1 -0.46 0.00 0.90
O1 0.30 -1.05 0.46
C2 0.40 -0.86 -0.95
C3 0.49 0.65 -1.21
N1 -0.02 1.09 -0.08
H1 -0.28 0.16 1.98
H2 -1.55 -0.14 0.74
H3 -0.03 2.00 0.34
H4 -0.51 -1.24 -1.44
H5 1.26 -1.44 -1.28

***

Which of them is most stable, and which least? Most stable: two; least stable: one.

***

--- one ---
Below is 2 unconnected molecules or ions with the total composition C3H5NO, with properties calculated with ωB97M-V/def2-TZVPD.

For the molar mass, the calculation gives 71.08 g/mol. The highest occupied orbital energy (alpha / beta) is -7.78 / -7.90 eV. As for the gap between HOMO and LUMO (alpha / beta): 6.138 / 6.324 eV.

Atoms and positions in Å:
C1 1.53 -0.33 0.06
C2 -1.76 -1.00 -0.35
C3 0.79 0.79 0.07
N1 -0.55 0.83 -0.15
O1 -1.18 1.87 -0.31
H1 2.58 -0.29 0.30
H2 1.12 -1.28 -0.23
H3 -2.63 -0.62 0.17
H4 -1.14 -1.74 0.14
H5 1.23 1.76 0.32

***

--- two ---
Below is C3H5NO in the gas phase, with properties calculated with ωB97M-V/def2-TZVPD.

For the molar mass, the calculation gives 71.08 g/mol. The highest occupied orbital energy is -9.53 eV. Its SMILES is O=CN1CC1. As for the gap between HOMO and LUMO: 10.177 eV.

Atoms and positions in Å:
O1 -0.43 -1.36 1.53
C1 0.34 -0.71 0.80
N1 -0.35 0.33 -0.03
C2 -0.19 0.30 -1.36
C3 0.47 1.36 -0.69
H1 1.40 -0.70 0.60
H2 0.27 -0.64 -1.86
H3 -1.08 0.50 -1.95
H4 1.48 1.36 -0.36
H5 0.05 2.41 -0.94

***

--- three ---
Below is C3H5NO in the gas phase, with properties calculated with ωB97M-V/def2-TZVPD.

For the molar mass, the calculation gives 71.08 g/mol. The highest occupied orbital energy is -8.70 eV. Its SMILES is C=C=C[NH2+][O-]. As for the gap between HOMO and LUMO: 9.349 eV.

Atoms and positions in Å:
C1 -1.54 0.92 -0.74
C2 -0.80 0.59 0.27
C3 0.21 0.01 0.83
N1 1.11 -0.72 -0.13
O1 0.71 -0.71 -1.38
H1 -1.43 1.88 -1.23
H2 -2.40 0.34 -1.01
H3 0.50 -0.04 1.87
H4 1.20 -1.70 0.23
H5 2.05 -0.29 -0.03

***

--- four ---
Below is 2 unconnected molecules or ions with the total composition C3H5NO, with properties calculated with ωB97M-V/def2-TZVPD.

For the molar mass, the calculation gives 71.08 g/mol. The highest occupied orbital energy is -10.12 eV. Its SMILES is C1=NC1.C=O. As for the gap between HOMO and LUMO: 10.590 eV.

Atoms and positions in Å:
C1 1.04 -0.49 0.78
N1 1.94 -1.36 0.67
C2 0.93 -1.21 -0.46
H1 0.73 0.28 1.48
H2 1.30 -0.76 -1.39
H3 0.21 -2.01 -0.58
C3 -1.54 1.39 -0.13
O1 -0.49 1.71 -0.63
H4 -1.78 0.35 0.17
H5 -2.34 2.12 0.09

***

Which of them is most stable, and which least? Most stable: two; least stable: one.

***

--- one ---
Below is C3H5NO in the gas phase, with properties calculated with ωB97M-V/def2-TZVPD.

For the molar mass, the calculation gives 71.08 g/mol. The highest occupied orbital energy is -9.73 eV. Its SMILES is O=C1CNC1. As for the gap between HOMO and LUMO: 10.688 eV.

Atoms and positions in Å:
O1 2.10 -0.61 0.19
C1 0.98 -0.25 0.01
C2 0.17 1.01 0.34
N1 -1.07 0.29 -0.06
C3 -0.30 -0.89 -0.54
H1 0.23 1.38 1.37
H2 0.38 1.85 -0.34
H3 -1.60 0.05 0.77
H4 -0.58 -1.87 -0.12
H5 -0.32 -0.96 -1.63

***

--- two ---
Below is C3H5NO in the gas phase, with properties calculated with ωB97M-V/def2-TZVPD.

For the molar mass, the calculation gives 71.08 g/mol. The highest occupied orbital energy is -9.88 eV. Its SMILES is O=C1CCN1. As for the gap between HOMO and LUMO: 10.867 eV.

Atoms and positions in Å:
O1 2.09 0.31 -1.13
C1 0.97 0.25 -0.61
C2 -0.07 -0.89 -0.36
C3 -0.75 0.12 0.59
N1 0.18 1.13 0.13
H1 -0.64 -1.25 -1.21
H2 0.40 -1.77 0.10
H3 -0.66 -0.27 1.65
H4 -1.89 0.32 0.42
H5 0.38 2.06 0.41

***

Which of them is most stable, and which least? Most stable: two; least stable: one.

***

--- one ---
Below is C2H4FNO in the gas phase, with properties calculated with ωB97M-V/def2-TZVPD.

For the molar mass, the calculation gives 77.06 g/mol. The highest occupied orbital energy is -10.12 eV. Its SMILES is CN(F)C=O. As for the gap between HOMO and LUMO: 10.903 eV.

Atoms and positions in Å:
C1 0.71 -0.31 -0.08
N1 -0.31 0.71 0.06
F1 -0.06 1.92 -0.58
C2 -1.66 0.60 0.23
O1 -2.33 -0.38 0.51
H1 0.53 -1.22 -0.71
H2 1.71 0.14 -0.27
H3 0.81 -0.79 0.99
H4 -2.02 1.57 0.27

***

--- two ---
Below is 2 unconnected molecules or ions with the total composition C2H4FNO, with properties calculated with ωB97M-V/def2-TZVPD.

For the molar mass, the calculation gives 77.06 g/mol. The highest occupied orbital energy is -10.56 eV. Its SMILES is CN=C=O.F. As for the gap between HOMO and LUMO: 11.122 eV.

Atoms and positions in Å:
C1 -1.21 -0.51 -0.07
N1 0.11 -0.98 0.10
C2 1.27 -0.76 -0.01
O1 2.43 -0.70 -0.05
H1 -1.35 0.46 0.42
H2 -1.44 -0.41 -1.13
H3 -1.88 -1.25 0.38
F1 0.65 2.32 0.08
H4 1.42 1.82 0.29

***

Which of them is most stable, and which least? Most stable: two; least stable: one.

***

--- one ---
Below is a molecular structure, C4H10S, with properties calculated with ωB97M-V/def2-TZVPD.

For the molar mass, the calculation gives 90.19 g/mol. The highest occupied orbital energy (alpha / beta) is -7.94 / -7.86 eV. As for the gap between HOMO and LUMO (alpha / beta): 7.979 / 7.821 eV.

Atoms and positions in Å:
C1 2.74 -1.57 -1.03
C2 3.04 0.07 1.10
C3 -4.12 0.52 -0.18
C4 -4.36 -0.76 0.19
S1 2.90 0.06 -0.57
H1 2.80 -2.03 -1.98
H2 3.02 -2.21 -0.21
H3 2.91 1.04 1.51
H4 3.63 -0.54 1.76
H5 -4.66 1.40 -0.18
H6 -2.95 0.68 -0.51
H7 1.62 3.25 -0.10
H8 -5.32 -1.20 0.43
H9 -3.52 -1.45 0.03
H10 2.26 2.74 -0.25

***

--- two ---
Below is a molecular structure, C4H10S, with properties calculated with ωB97M-V/def2-TZVPD.

For the molar mass, the calculation gives 90.19 g/mol. The highest occupied orbital energy is -9.14 eV. As for the gap between HOMO and LUMO: 9.781 eV.

Atoms and positions in Å:
C1 -1.09 0.99 0.53
C2 -0.33 -0.03 -0.12
C3 -0.80 -1.35 0.30
C4 -0.61 0.21 -1.58
H1 -2.19 0.34 0.49
H2 -0.41 0.98 1.76
H3 -0.99 2.07 0.08
H4 -1.98 -1.43 0.54
H5 -0.47 -1.54 1.47
H6 -0.44 -2.13 -0.36
H7 -0.71 -0.90 -2.35
H8 -0.04 1.11 -1.61
H9 -1.91 0.61 -1.31
H10 1.39 -0.06 1.68
S1 1.54 0.12 0.30

***

Which of them is most stable, and which least? Most stable: two; least stable: one.

***

--- one ---
Below is 2 unconnected molecules or ions with the total composition C4H10S, with properties calculated with ωB97M-V/def2-TZVPD.

For the molar mass, the calculation gives 90.19 g/mol. The highest occupied orbital energy is -8.47 eV. Its SMILES is C=C.CSC. As for the gap between HOMO and LUMO: 9.618 eV.

Atoms and positions in Å:
C1 2.32 -1.63 -1.61
C2 2.59 -0.34 -1.69
H1 1.91 -2.12 -0.74
H2 2.54 -2.34 -2.39
H3 2.29 0.37 -0.93
H4 3.28 0.13 -2.38
C3 -2.73 1.50 1.50
S1 -1.66 1.19 0.08
C4 -0.59 -0.14 0.66
H5 -3.66 1.86 1.07
H6 -2.31 2.17 2.25
H7 -2.98 0.56 1.98
H8 -1.02 -1.15 0.65
H9 0.21 -0.20 -0.07
H10 -0.20 0.14 1.63

***

--- two ---
Below is 2 unconnected molecules or ions with the total composition C4H10S, with properties calculated with ωB97M-V/def2-TZVPD.

For the molar mass, the calculation gives 90.19 g/mol. The highest occupied orbital energy is -8.98 eV. Its SMILES is C=C.CCS. As for the gap between HOMO and LUMO: 9.996 eV.

Atoms and positions in Å:
C1 1.28 1.29 -1.86
C2 1.53 1.64 -0.62
H1 2.00 0.75 -2.47
H2 0.32 1.48 -2.33
H3 2.50 1.44 -0.18
H4 0.81 2.23 -0.07
C3 -0.61 -1.83 1.07
C4 -1.01 -0.37 1.20
S1 -2.15 0.22 -0.10
H5 -0.64 -2.15 0.04
H6 -1.26 -2.49 1.65
H7 0.40 -1.99 1.45
H8 -1.54 -0.16 2.14
H9 -0.14 0.29 1.20
H10 -1.48 -0.36 -1.11

***

Which of them is most stable, and which least? Most stable: two; least stable: one.